1.
The following is a DFT calculation (ωB97M-V with the def2-TZVPD basis set) of the molecule C6H9N.

Computed properties:
E (eV): -7856.636
Energy above the lowest of the compared OMol25 structures with the same formula, charge and spin (kcal/mol): 35.1
M (g/mol): 95.1
SMILES: CC1=CC[C@H]2N[C@@H]12

```
! wB97M-V def2-TZVPD RIJCOSX def2/J DEFGRID3
* xyz 0 1
C 1.780 -1.100 0.776
C 0.628 -0.306 0.249
C 0.696 0.887 -0.347
C -0.663 1.506 -0.556
C -1.627 0.422 -0.081
N -1.618 -0.830 -0.818
C -0.805 -0.726 0.401
H 1.641 -1.280 1.850
H 2.712 -0.541 0.649
H 1.882 -2.076 0.291
H 1.616 1.381 -0.651
H -0.836 1.774 -1.607
H -0.762 2.423 0.037
H -2.575 0.700 0.373
H -1.030 -0.742 -1.646
H -1.099 -1.406 1.198
*
```

natural (NBO) population analysis, charges in e, atoms 1 to 8: C -0.6346; C -0.0046; C -0.2002; C -0.4542; C -0.0712; N -0.5673; C -0.1258; H 0.2187

---

2.
The following is a DFT calculation (ωB97M-V with the def2-TZVPD basis set) of the ion C6H9N2 with charge +1.

Computed properties:
E (eV): -9337.883
Energy above the lowest of the compared OMol25 structures with the same formula, charge and spin (kcal/mol): 100.8
M (g/mol): 109.2
SMILES: [NH2+]=C1CC=CC=CN1

```
! wB97M-V def2-TZVPD RIJCOSX def2/J DEFGRID3
* xyz 1 1
N 2.050 -0.557 -0.344
C 0.880 -0.168 0.109
C 0.517 1.305 0.242
C -0.885 1.668 0.364
C -1.606 0.919 -0.585
C -2.286 -0.348 -0.238
C -1.458 -1.293 0.217
N -0.087 -1.177 0.331
H 2.847 0.141 -0.345
H 2.213 -1.558 -0.395
H 1.190 1.630 1.036
H 1.104 1.549 -0.718
H -1.339 2.091 1.297
H -1.016 0.903 -1.541
H -3.364 -0.664 -0.313
H -1.794 -2.221 0.471
H 0.439 -2.149 0.384
*
```

natural (NBO) population analysis, charges in e, atoms 1 to 8: N -0.7234; C 0.5998; C -0.5200; C -0.1747; C -0.1458; C -0.2319; C -0.0132; N -0.5611

---

3.
The following is a DFT calculation (ωB97M-V with the def2-TZVPD basis set) of the ion C6H9N2 with charge +1.

Computed properties:
E (eV): -9336.911
Energy above the lowest of the compared OMol25 structures with the same formula, charge and spin (kcal/mol): 123.2
M (g/mol): 109.2
SMILES: C#C/C=[N+]1/C[C@H]1CN

```
! wB97M-V def2-TZVPD RIJCOSX def2/J DEFGRID3
* xyz 1 1
C 1.287 -2.218 -1.325
C 1.238 -1.405 -0.434
C 0.968 -0.633 0.688
N -0.290 -0.632 1.095
C -1.062 0.446 1.658
C -1.300 0.056 0.308
C -0.626 0.751 -0.913
N 0.682 1.198 -0.526
H 1.172 -2.605 -2.294
H 1.736 -0.359 1.318
H -0.541 1.341 1.986
H -1.778 0.089 2.453
H -2.185 -0.514 0.140
H -0.451 0.011 -1.730
H -1.229 1.560 -1.236
H 1.483 0.787 -1.112
H 0.896 2.127 -0.076
*
```

natural (NBO) population analysis, charges in e, atoms 1 to 8: C -0.0050; C -0.1725; C 0.2180; N -0.3073; C -0.2283; C -0.0538; C -0.2525; N -0.7788

---

4.
The following is a DFT calculation (ωB97M-V with the def2-TZVPD basis set) of the ion C6H9N2 with charge +1.

Computed properties:
E (eV): -9333.510
Energy above the lowest of the compared OMol25 structures with the same formula, charge and spin (kcal/mol): 201.6
M (g/mol): 109.2

```
! wB97M-V def2-TZVPD RIJCOSX def2/J DEFGRID3
* xyz 1 1
C 1.421 -1.404 -1.165
C -0.381 -1.179 0.298
C 1.607 0.749 -0.874
C 0.431 1.327 -1.445
C 0.412 1.117 0.012
C -1.040 0.445 1.839
N -0.303 0.085 0.651
N 0.234 -1.771 -0.794
H 1.958 -1.893 -1.992
H -1.276 -1.698 0.863
H 0.301 2.352 -1.767
H -0.332 0.808 -1.961
H 0.628 2.049 0.735
H -2.055 0.060 1.948
H -0.560 0.110 2.767
H -1.006 1.601 1.859
H -0.037 -2.758 -0.975
*
```

natural (NBO) population analysis, charges in e, atoms 1 to 8: C 0.1220; C 0.2767; C 0.1410; C -0.5462; C -0.1677; C -0.4276; N -0.2840; N -0.5584